(1)
This record from the OMol25 dataset describes a cluster of 5 separate species, C46H46Br2N5O10PS2 in total. The level of theory is ωB97M-V with the def2-TZVPD basis set.

Summary:
Net charge: 0
Orbital gap, eV: 6.78
Total energy, eV: -247412.48426
HOMO level, eV: -8.5
Multiplicity: 1

The geometry in XYZ format:
```
112
C46H46Br2N5O10PS2 | the OMol25 dataset | ωB97M-V with the def2-TZVPD basis set
Br -3.86 0.36 -4.56
Br -5.73 -4.54 -4.12
S -1.96 1.84 2.18
S -5.09 -4.51 -0.33
P -1.38 1.93 0.32
O 3.49 1.66 0.53
O 5.67 6.40 6.58
O -3.61 4.37 -1.20
O 9.51 6.45 -0.62
O 8.28 5.06 -5.58
O 7.36 2.45 3.48
O -6.70 -5.02 7.30
O -7.58 -4.96 0.33
O -4.11 -1.44 4.38
O 7.77 1.57 -2.58
N -3.38 -2.35 -3.43
N -6.20 -5.91 1.79
N -6.14 2.11 -0.91
N -2.24 -3.06 -0.97
N -7.51 -6.14 2.19
C 7.69 4.65 4.25
C -4.72 -2.18 6.53
C -2.63 -5.38 -1.30
C -3.03 -0.05 -2.88
C -8.28 -5.57 1.33
C -2.79 2.41 -2.34
C -3.14 -4.51 -5.40
C 4.36 1.30 -1.62
C -5.30 2.75 -1.94
C 6.89 1.92 -0.43
C 1.24 -2.01 0.88
C 9.06 7.15 -2.82
C 5.33 4.20 5.81
C 0.30 -0.82 0.96
C 7.27 5.64 5.03
C 9.04 4.71 -2.13
C -3.78 -4.63 -4.00
C 8.73 4.36 -3.37
C 9.23 6.13 -1.75
C 8.76 6.80 -4.07
C -1.18 -1.23 0.82
C -3.73 -3.47 -6.35
C -2.35 -1.75 -1.33
C -6.10 -4.28 5.14
C -3.88 -5.85 -0.50
C 8.57 5.38 -4.44
C 6.06 5.49 5.87
C -2.60 0.94 -2.04
C -3.88 2.97 -1.41
C -6.30 -5.22 0.70
C -5.45 -3.37 4.41
C -1.84 -0.75 -0.45
C 5.76 3.21 5.03
C 6.97 3.36 4.19
C -3.28 -3.59 -3.04
C -4.71 -2.25 5.05
C 5.44 1.28 -2.41
C 6.79 1.59 -1.87
C -6.11 -4.20 6.63
C -1.97 0.58 -0.79
C 5.82 1.94 0.36
C -2.72 -3.96 -1.78
C 2.70 -1.55 1.02
C 4.47 1.64 -0.18
C -5.37 -3.08 7.26
C -2.92 -1.42 -2.55
H -6.34 2.79 -0.19
H -5.70 3.74 -2.17
H 4.45 4.11 6.43
H 5.88 2.18 1.41
H 2.78 -0.48 0.82
H -3.07 -3.40 -7.21
H -3.58 -5.63 -3.66
H -3.13 2.57 -3.36
H 3.37 1.08 -2.00
H 5.39 1.04 -3.46
H 8.58 4.74 3.63
H -2.07 -4.38 -5.29
H 3.36 -2.05 0.32
H -1.87 2.95 -2.16
H -1.79 -5.40 -0.62
H -4.33 -6.74 -0.92
H -5.39 -3.04 8.34
H -2.42 -6.06 -2.11
H 8.63 7.53 -4.86
H 3.05 -1.70 2.04
H 0.02 1.92 0.17
H -3.54 -6.12 0.49
H -1.76 3.15 -0.22
H 8.59 3.33 -3.66
H -6.65 -5.10 4.70
H -4.70 -3.77 -6.72
H -1.22 -2.31 0.89
H 9.21 8.18 -2.53
H -1.78 -0.85 1.65
H -3.80 -2.48 -5.91
H 0.41 -0.35 1.94
H -3.84 2.49 -0.43
H -3.29 -5.48 -5.86
H 5.25 2.26 4.97
H -7.03 1.86 -1.31
H -4.17 -1.36 6.97
H -3.98 4.60 -0.35
H 7.89 2.14 -0.05
H -5.43 -3.41 3.33
H 9.17 3.99 -1.34
H -5.33 2.14 -2.83
H 7.78 6.59 5.09
H 0.59 -0.12 0.20
H 1.15 -2.52 -0.08
H 1.04 -2.70 1.70
H -9.35 -5.51 1.34
```

=====

(2)
This record from the OMol25 dataset describes a structure of composition C46H46BrN6O3Ti. The level of theory is ωB97M-V with the def2-TZVPD basis set.

Summary:
Net charge: 0
Orbital gap (alpha / beta), eV: 7.29 / 7.32
Total energy, eV: -156694.24527
HOMO level (alpha / beta), eV: -8.2 / -8.2
Multiplicity: 2

The geometry in XYZ format:
```
103
C46H46BrN6O3Ti | the OMol25 dataset | ωB97M-V with the def2-TZVPD basis set
Br 4.74 -2.22 6.19
Ti -0.27 -0.19 -0.04
O -4.19 -1.10 -1.26
O 0.13 3.88 1.04
O 1.10 -0.62 -1.31
N -2.08 -1.27 -0.31
N 0.57 1.66 0.52
N 4.26 -5.04 -0.11
N 4.66 -5.40 1.01
N -1.83 1.27 -0.25
N 0.62 -1.90 0.95
C -1.06 -3.01 -2.37
C 4.26 -4.50 4.56
C 2.35 -3.54 0.50
C -2.82 -4.56 1.23
C -2.17 -2.97 -3.43
C -4.94 -2.15 1.82
C 1.19 0.67 3.10
C -3.01 0.88 -0.72
C -1.63 -3.54 -1.07
C 1.80 -4.34 1.52
C -2.20 -2.68 -0.13
C 0.80 1.88 3.95
C 0.74 -3.88 2.26
C 4.24 -5.20 3.37
C 5.04 -3.26 2.19
C 1.94 1.66 0.89
C 4.59 -4.58 2.18
C 4.26 1.96 0.41
C 3.78 -3.10 -1.39
C -1.56 2.54 0.04
C 2.71 2.95 -1.23
C 2.58 4.44 -0.87
C 3.47 -3.87 -0.30
C 3.61 0.94 2.47
C 1.62 2.53 -2.22
C 1.58 -0.51 3.99
C -2.25 -5.42 0.32
C 4.61 1.36 1.61
C -2.50 3.53 -0.20
C 5.09 -2.56 3.39
C 2.94 2.14 0.03
C -0.17 2.78 0.60
C -3.99 1.81 -1.01
C 1.94 -1.60 -0.99
C 1.65 -2.36 0.18
C 0.14 -3.81 -2.88
C -1.66 -4.91 -0.83
C -3.43 -2.27 2.07
C -2.80 -3.18 1.03
C -3.16 -0.62 -0.81
C 4.68 -3.18 4.56
C 3.04 -1.95 -1.73
C -3.72 3.14 -0.74
C 2.27 1.08 2.12
C 0.20 -2.62 1.97
C -3.19 -2.73 3.51
H 1.66 3.20 -3.08
H -4.47 3.89 -0.95
H -1.81 -2.48 -4.34
H 2.20 -5.33 1.69
H -0.02 1.63 4.63
H 0.30 0.38 2.52
H -5.43 -3.10 2.04
H -2.26 4.55 0.05
H -2.99 -1.28 1.95
H 3.87 0.51 3.43
H 0.50 2.73 3.33
H 5.65 1.24 1.88
H -3.28 -4.96 2.13
H 1.65 2.20 4.56
H 3.29 -1.38 -2.62
H 5.04 2.32 -0.25
H 5.45 -1.55 3.40
H 0.30 -4.48 3.05
H 2.55 5.05 -1.77
H -2.17 -3.08 3.67
H 4.62 -3.40 -2.00
H 3.66 2.86 -1.78
H 3.43 4.77 -0.26
H 1.76 1.51 -2.57
H 0.85 -4.05 -2.08
H 0.69 -0.89 4.50
H -3.38 -1.91 4.20
H -3.86 -3.54 3.79
H -2.27 -6.49 0.49
H -0.16 -4.75 -3.35
H 0.62 2.60 -1.80
H -5.16 -1.88 0.79
H -1.21 -5.59 -1.55
H 2.03 -1.32 3.42
H -4.94 1.47 -1.41
H 1.67 4.62 -0.29
H 0.68 -3.23 -3.63
H 3.95 -6.25 3.36
H 2.28 -0.22 4.76
H -5.38 -1.39 2.48
H 3.97 -4.98 5.49
H -0.73 -1.99 -2.21
H -3.05 -2.44 -3.07
H -0.59 -2.20 2.57
H 5.37 -2.79 1.28
H -2.47 -3.99 -3.70
```